[1]
C10H16F3N4O6ReS | wB97M-V/def2-TZVPD

Results
<S²>	3.774
total charge	+1
energy relative to the best compared isomer or geometry (same formula, charge and spin)	65.9	kJ/mol
LUMO level (spin up / spin down)	-3.63 / -4.81	eV
orbital gap (spin up / spin down)	8.607 / 8.096	eV
multiplicity	4
HOMO (spin up / spin down)	-0.4497 / -0.4743	Ha

Positions of all 41 atoms, in Å:
Re (1.317, -0.378, -0.300)
N (-0.348, -2.210, 2.664)
C (0.593, -1.884, 1.772)
O (0.204, -1.629, 0.547)
C (2.025, -1.731, 2.161)
C (2.758, -1.152, 0.980)
H (-1.263, -2.390, 2.223)
H (0.007, -2.796, 3.423)
H (2.342, -2.771, 2.473)
H (2.078, -0.980, 2.983)
H (3.314, -1.930, 0.406)
H (3.446, -0.286, 1.130)
C (-2.892, 0.197, 2.100)
O (-2.290, -0.335, 0.906)
C (-2.621, 0.341, -0.344)
C (-1.674, -0.069, -1.485)
O (-0.381, 0.619, -1.536)
C (-0.533, 2.056, -1.638)
H (-2.844, 1.320, 2.074)
H (-2.362, -0.199, 2.962)
H (-3.915, -0.152, 2.118)
H (-2.618, 1.431, -0.169)
H (-3.615, 0.055, -0.688)
H (-2.178, 0.128, -2.441)
H (-1.348, -1.122, -1.502)
H (-0.122, 2.537, -0.744)
H (-1.638, 2.217, -1.823)
H (0.074, 2.368, -2.555)
F (-0.122, 0.370, -4.068)
C (1.175, -0.012, -4.342)
F (1.816, 0.930, -5.030)
F (1.069, -1.111, -5.119)
S (2.136, -0.532, -2.799)
O (1.279, -1.586, -2.117)
O (3.409, -0.979, -3.244)
O (2.202, 0.631, -1.843)
N (-1.465, 2.968, 3.655)
C (-0.381, 2.745, 3.282)
N (0.875, 2.556, 2.883)
C (1.211, 1.748, 2.006)
N (1.278, 1.018, 1.043)

[2]
C10H16F6N5O9S3 | wB97M-V/def2-TZVPD

Results
total charge	-1
LUMO level	1.58	eV
orbital gap	7.644	eV
HOMO	-0.2227	Ha

Positions of all 49 atoms, in Å:
N (1.686, 0.436, 0.484)
N (0.322, 0.099, 0.686)
C (-0.255, -0.913, 0.142)
N (0.346, -1.762, -0.750)
C (-0.789, -2.461, -1.437)
C (-0.697, -2.661, -2.963)
O (-0.325, -1.708, -3.645)
O (-1.066, -3.808, -3.300)
C (-1.999, -1.658, -0.954)
N (-1.609, -1.177, 0.396)
C (-1.869, -2.212, 1.413)
C (-1.279, -1.875, 2.777)
C (0.138, -2.421, 3.032)
C (0.302, -3.936, 2.818)
S (1.590, -4.414, 1.691)
O (2.373, -5.441, 2.299)
O (2.291, -3.250, 1.215)
O (0.762, -5.019, 0.492)
H (2.223, -0.422, 0.587)
H (1.734, 0.672, -0.507)
H (-0.194, 0.712, 1.300)
H (0.891, -2.404, -0.180)
H (-0.820, -3.472, -1.033)
H (-2.949, -2.177, -0.960)
H (-2.110, -0.767, -1.574)
H (-1.568, -3.210, 1.083)
H (-2.951, -2.258, 1.504)
H (-1.224, -0.788, 2.840)
H (-1.947, -2.171, 3.582)
H (0.383, -2.231, 4.074)
H (0.846, -1.833, 2.457)
H (-0.618, -4.442, 2.542)
H (0.612, -4.389, 3.755)
H (1.180, -4.796, -0.358)
C (-0.704, 7.486, -1.821)
F (-0.996, 8.669, -1.274)
F (-1.853, 6.879, -2.135)
F (-0.030, 7.708, -2.954)
S (0.285, 6.486, -0.633)
O (-0.579, 6.302, 0.499)
O (1.481, 7.246, -0.418)
N (0.446, 5.215, -1.568)
S (1.254, 3.970, -1.039)
O (0.618, 3.220, 0.015)
O (2.673, 4.145, -0.919)
C (1.035, 2.921, -2.534)
F (1.567, 3.489, -3.614)
F (-0.254, 2.681, -2.775)
F (1.646, 1.740, -2.338)

[3]
C10H16FNO2S | wB97M-V/def2-TZVPD

Results
energy relative to the best compared isomer or geometry (same formula, charge and spin)	0.0	kJ/mol
LUMO level (spin up / spin down)	-1.83 / -1.98	eV
orbital gap (spin up / spin down)	6.913 / 6.554	eV
HOMO (spin up / spin down)	-0.3214 / -0.3137	Ha

Positions of all 31 atoms, in Å:
C (0.871, -2.098, 0.906)
C (1.586, -1.170, -0.087)
C (-1.202, -1.710, -0.342)
C (1.107, 1.169, -1.028)
C (-0.525, -1.470, 1.017)
C (-0.396, -0.858, -1.221)
C (0.514, -0.052, -0.403)
C (-0.237, 0.046, 0.960)
C (-1.505, 0.895, 0.906)
C (0.625, 0.572, 2.107)
N (-1.471, 1.472, -2.162)
O (0.511, 2.939, -2.859)
O (-0.547, 3.222, -0.652)
F (-1.270, 1.004, -3.460)
S (-0.154, 2.355, -1.727)
H (0.819, -3.125, 0.547)
H (1.371, -2.111, 1.874)
H (2.462, -0.689, 0.344)
H (1.903, -1.680, -0.995)
H (-1.224, -2.754, -0.664)
H (-2.243, -1.368, -0.321)
H (1.679, 1.760, -0.319)
H (1.722, 0.932, -1.892)
H (-1.106, -1.819, 1.868)
H (-0.308, -0.987, -2.287)
H (-1.256, 1.947, 1.009)
H (-2.175, 0.609, 1.714)
H (-2.027, 0.808, -0.044)
H (0.072, 0.482, 3.039)
H (0.835, 1.627, 1.948)
H (1.570, 0.051, 2.224)

[4]
C10H16N2O8S | wB97M-V/def2-TZVPD

Results
energy relative to the best compared isomer or geometry (same formula, charge and spin)	208.1	kJ/mol
LUMO level	0.15	eV
orbital gap	10.145	eV
HOMO	-0.3673	Ha
SMILES string	CC(=O)OC[C@H]1O[C@H](NS(=O)(=O)NO)C=C[C@H]1OC(C)=O

Positions of all 37 atoms, in Å:
O (-1.163, 4.216, -1.460)
O (-0.706, 0.917, 3.683)
O (0.831, -3.528, -3.997)
O (1.745, -1.367, -3.300)
O (3.400, -2.934, -1.069)
O (-1.898, 2.153, -0.984)
O (0.365, 0.579, 1.655)
O (0.589, -0.489, -0.738)
C (-2.027, 3.460, -1.003)
C (0.342, 0.806, 3.040)
C (-0.368, -2.304, 0.798)
C (-1.034, -1.340, 1.467)
N (2.838, -3.349, -2.390)
N (0.328, -2.788, -1.462)
C (-3.238, 4.073, -0.479)
C (1.697, 0.798, 3.779)
C (0.599, -1.933, -0.318)
C (-0.610, 1.615, -1.087)
C (-0.848, 0.132, 1.027)
C (-0.701, 0.217, -0.536)
S (1.372, -2.737, -2.925)
H (4.376, -3.069, -1.076)
H (-0.599, -3.341, 1.214)
H (-1.594, -1.551, 2.385)
H (3.470, -3.043, -3.112)
H (-0.675, -2.570, -1.750)
H (-4.108, 3.406, -0.638)
H (-3.174, 4.346, 0.518)
H (-3.261, 5.049, -1.023)
H (1.815, -0.284, 3.978)
H (1.752, 1.498, 4.624)
H (2.406, 1.285, 3.131)
H (1.643, -2.016, 0.100)
H (0.078, 2.211, -0.446)
H (-0.364, 1.574, -2.111)
H (-1.721, 0.665, 1.436)
H (-1.558, -0.357, -0.930)

[5]
C10H16N2OS | wB97M-V/def2-TZVPD

Results
energy relative to the best compared isomer or geometry (same formula, charge and spin)	434.5	kJ/mol
LUMO level	0.72	eV
orbital gap	8.702	eV
HOMO	-0.2933	Ha

Positions of all 30 atoms, in Å:
C (-3.287, -1.313, 3.435)
C (-1.966, -0.993, 3.831)
C (-3.573, -1.241, 2.079)
C (-1.035, -0.551, 2.951)
C (-2.652, -0.806, 1.202)
C (-1.386, -0.329, 1.604)
C (0.378, 2.206, -2.490)
C (0.846, -2.131, 0.876)
C (3.875, 1.303, -3.167)
C (1.536, 1.901, -3.062)
N (1.089, -0.678, 0.647)
N (2.644, 1.573, -2.431)
O (-1.060, 0.206, -1.018)
S (-0.087, 0.308, 0.447)
H (-3.948, -1.797, 4.091)
H (-1.815, -0.966, 4.870)
H (-4.582, -1.209, 1.668)
H (-0.065, -0.201, 3.354)
H (-2.902, -0.763, 0.077)
H (-0.660, 0.699, -1.704)
H (-0.537, 2.601, -2.998)
H (0.418, 2.216, -1.368)
H (0.761, -2.619, -0.155)
H (-0.103, -2.143, 1.442)
H (1.624, -2.478, 1.539)
H (3.951, 0.242, -3.424)
H (3.719, 1.735, -4.202)
H (4.689, 1.757, -2.544)
H (1.439, 1.552, -4.049)
H (2.687, 1.921, -1.501)

[6]
C10H16N3 | wB97M-V/def2-TZVPD

Results
total charge	+1
energy relative to the best compared isomer or geometry (same formula, charge and spin)	665.7	kJ/mol
LUMO level	-3.62	eV
orbital gap	7.586	eV
HOMO	-0.4118	Ha

Positions of all 29 atoms, in Å:
C (2.823, -0.893, 0.237)
C (1.442, -0.770, 0.618)
C (3.444, -0.682, -0.917)
C (0.451, -0.464, -0.194)
C (1.880, -0.036, -2.646)
C (-1.652, 0.848, 0.304)
C (-1.110, 0.424, 1.628)
C (-1.050, 2.053, -0.391)
C (-1.863, -0.045, 2.852)
C (-1.514, -1.578, 0.076)
N (2.862, -0.236, -2.012)
N (1.127, 0.546, -3.513)
N (-0.841, -0.339, 0.401)
H (3.614, -1.002, 0.999)
H (1.067, -1.205, 1.592)
H (4.475, -0.652, -1.190)
H (-2.646, 0.530, 0.272)
H (-0.115, 0.900, 1.869)
H (-1.433, 3.029, 0.008)
H (-1.249, 1.929, -1.554)
H (0.012, 1.988, -0.263)
H (-1.224, -0.555, 3.552)
H (-2.733, -0.491, 2.450)
H (-2.298, 0.868, 3.498)
H (-1.282, -1.753, -1.020)
H (-1.154, -2.344, 0.799)
H (-2.636, -1.620, 0.258)
H (0.937, 0.143, -4.350)
H (0.668, 1.407, -3.363)

[7]
C10H16N4O2 | wB97M-V/def2-TZVPD

Results
energy relative to the best compared isomer or geometry (same formula, charge and spin)	0.0	kJ/mol
LUMO level	0.71	eV
orbital gap	9.643	eV
HOMO	-0.3282	Ha
SMILES string	O=C1NC(=O)[C@@H]2N[C@H]3CCCC[C@@H]3N[C@H]2N1

Positions of all 32 atoms, in Å:
O (1.298, -3.010, -3.196)
O (4.047, -0.174, -1.223)
C (1.482, -2.250, -2.287)
C (2.903, -0.594, -1.362)
N (2.727, -1.730, -2.110)
N (0.429, -1.853, -1.468)
N (2.000, 1.053, 0.377)
N (-0.615, -0.336, -0.076)
C (1.695, 0.152, -0.783)
C (0.660, -0.951, -0.378)
C (-0.126, 2.731, 3.105)
C (-1.512, 2.267, 2.573)
C (0.886, 2.652, 1.980)
C (-1.503, 0.964, 1.834)
C (0.920, 1.221, 1.358)
C (-0.461, 0.949, 0.680)
H (3.451, -2.064, -2.723)
H (-0.409, -1.682, -1.975)
H (2.917, 0.817, 0.810)
H (-1.169, -1.011, 0.406)
H (1.249, 0.838, -1.518)
H (1.057, -1.526, 0.457)
H (0.219, 2.084, 3.899)
H (-0.186, 3.742, 3.495)
H (-1.960, 3.001, 1.866)
H (-2.186, 2.179, 3.427)
H (0.652, 3.334, 1.165)
H (1.886, 2.908, 2.440)
H (-1.280, 0.195, 2.555)
H (-2.503, 0.766, 1.442)
H (1.115, 0.493, 2.169)
H (-0.752, 1.769, -0.006)